99
Properties=species:S:1:pos:R:3:forces:R:3:mulliken_charge:R:1 method="wB97M-V/def2-TZVPD" max_force_ha_per_bohr=0.06459 charge=+1 energy_ev=-110393.9122 gap_ev=6.179 lumo_energy_ev=-3.88 mol_weight_g_mol=1233.156 homo_energy_ev=-10.1 de_lowest_ev=4.612
Zr 0.47407 -0.97537 -0.90219 3.131 -0.383 -1.041 -1.077
O -2.59216 -3.22216 -0.57709 0.017 -0.148 0.119 -0.607
C -1.48628 -3.01667 -0.98807 0.471 -0.276 -0.246 -0.317
N -0.27695 -2.86034 -0.30144 -0.554 -0.123 0.688 1.254
C 0.40646 -3.71735 0.52920 -0.101 0.207 -0.362 -0.366
O 0.03238 -4.75503 1.00678 -0.071 -0.045 0.103 -0.648
C 1.85154 -3.24845 0.67398 -0.310 -0.007 -0.171 0.736
C 2.68402 -3.88929 1.56182 0.174 -0.077 -0.007 -0.809
C 4.01419 -3.50461 1.60765 0.067 -0.023 0.020 -0.481
C 4.45676 -2.50742 0.75092 0.093 -0.056 0.030 -0.834
C 3.55509 -1.89093 -0.09238 -0.117 -0.076 -0.149 -0.079
N 2.26409 -2.24753 -0.13489 -0.188 -0.186 0.611 0.316
C -1.18138 -2.80121 -2.47757 -0.030 -0.216 0.442 1.093
C -2.11875 -3.08755 -3.44258 0.019 -0.013 -0.216 -0.728
C -1.70677 -3.04297 -4.76791 -0.030 0.020 -0.034 -0.508
C -0.38901 -2.71939 -5.05959 -0.012 -0.060 -0.067 -0.706
C 0.46837 -2.37779 -4.02883 0.100 -0.013 0.023 -0.281
N 0.08161 -2.41351 -2.75414 -0.551 0.232 0.054 -0.099
H 2.27653 -4.68387 2.17138 0.010 0.003 0.002 0.619
H 4.70202 -3.98515 2.29158 -0.007 0.010 -0.012 0.490
H 5.49259 -2.19736 0.73801 -0.008 -0.012 0.004 0.489
H 3.84631 -1.09420 -0.76352 -0.003 0.037 0.003 0.307
H -3.12094 -3.36161 -3.14389 0.008 -0.013 -0.007 0.587
H -2.40246 -3.26742 -5.56629 0.019 -0.019 0.013 0.496
H -0.02700 -2.70832 -6.07835 -0.024 0.009 0.011 0.463
H 1.48227 -2.04373 -4.20793 -0.010 0.059 -0.006 0.498
C -3.54577 0.07231 -0.42769 0.044 -0.089 -0.026 -1.238
O -2.33891 -0.06515 -1.21038 -0.338 -0.016 0.039 0.611
C -1.41656 0.97892 -1.20000 0.427 -0.018 0.436 -1.377
O -0.37871 0.67047 -0.36510 -1.227 1.155 0.053 1.157
N -1.93239 2.24945 -0.91926 -0.635 -0.037 0.020 0.079
N -1.09929 3.27837 -1.48726 0.090 0.082 0.065 -0.361
H -4.31964 0.55142 -1.02853 -0.014 0.010 0.012 0.336
H -3.36126 0.65352 0.47338 0.000 0.000 0.021 0.505
H -3.85574 -0.93822 -0.17481 0.007 -0.022 -0.035 0.256
H -2.85207 2.33268 -1.34197 0.079 0.091 -0.069 0.405
H -0.22368 3.23315 -0.96525 -0.005 -0.038 -0.029 -0.054
H -1.52881 4.14905 -1.18122 0.100 0.043 -0.020 0.334
C -0.13127 2.18437 -4.81918 0.229 0.089 0.021 -0.983
Te -0.75741 0.71056 -3.40032 -0.862 0.316 -0.204 0.857
C -2.68302 1.59062 -3.95903 -0.074 -0.071 -0.216 -0.965
C -2.49732 1.80228 -5.43225 -0.046 0.106 -0.034 0.688
C -3.51592 1.70076 -6.37597 0.042 -0.042 0.056 -0.855
C -3.24781 1.91534 -7.71969 0.058 0.008 -0.009 -0.581
C -1.95391 2.20850 -8.13922 -0.077 -0.011 0.021 -0.594
C -0.92803 2.28986 -7.21234 -0.030 -0.030 0.039 -0.910
C -1.20077 2.10665 -5.85979 0.065 0.062 -0.024 0.650
H 0.86147 1.93045 -5.18220 0.028 0.017 0.040 0.592
H -0.10165 3.10922 -4.24594 -0.017 0.061 -0.069 0.380
H -2.76024 2.54172 -3.43082 0.019 0.023 0.002 0.479
H -3.53209 0.95134 -3.72418 0.000 -0.010 0.022 0.406
H -4.52210 1.45918 -6.05456 0.000 0.015 -0.006 0.455
H -4.04838 1.85303 -8.44511 0.004 -0.014 0.009 0.414
H -1.74556 2.37108 -9.18842 -0.016 -0.015 0.004 0.405
H 0.08461 2.49972 -7.53715 -0.030 0.023 0.026 0.452
F 5.46116 1.56491 7.03184 -0.018 0.083 0.024 -0.249
C 5.49345 0.34826 6.46915 -0.046 -0.006 -0.054 0.732
F 6.73896 0.14339 6.02403 0.062 -0.020 -0.031 -0.282
F 5.25920 -0.54266 7.44400 -0.026 -0.071 0.051 -0.254
C 4.47103 0.23206 5.36701 -0.097 0.012 0.084 0.364
C 4.86074 0.11114 4.04979 -0.049 -0.012 -0.135 -0.967
C 3.88647 0.03081 3.05726 0.111 0.003 0.031 -0.364
C 2.53740 0.06779 3.37885 0.059 0.100 -0.301 0.204
C 2.15620 0.19802 4.71741 0.007 -0.005 -0.025 -0.270
C 3.11874 0.27645 5.70393 0.021 0.000 0.051 -1.174
P 1.31613 0.10455 2.00576 -0.587 -0.165 0.413 1.338
C -0.03179 -0.95745 2.68105 0.111 0.096 0.009 0.342
C -1.35755 -0.77477 2.27900 -0.064 0.100 -0.104 0.314
C -2.33857 -1.68289 2.63094 -0.037 0.023 -0.052 -1.094
C -2.00898 -2.79543 3.38930 0.022 -0.064 0.043 0.226
C -0.70660 -2.98316 3.81812 -0.011 -0.039 -0.030 -1.132
C 0.27592 -2.06887 3.46471 0.014 -0.021 -0.035 -0.709
C -3.09635 -3.78161 3.73084 0.100 0.016 -0.070 0.643
F -4.03487 -3.21517 4.50696 -0.083 0.075 0.079 -0.270
F -2.62484 -4.84829 4.38303 0.041 -0.063 0.046 -0.293
F -3.71447 -4.21737 2.62467 -0.036 -0.017 -0.055 -0.209
C 0.67909 1.81415 2.12705 0.160 0.008 -0.116 0.565
C -0.41729 2.20712 2.87763 -0.070 0.067 0.111 -0.226
C -0.85944 3.52488 2.83830 -0.019 -0.070 0.023 -1.034
C -0.19099 4.45132 2.05828 0.007 -0.060 -0.046 0.542
C 0.93670 4.07950 1.33477 0.027 -0.007 -0.005 -1.253
C 1.36237 2.76384 1.36523 -0.014 0.023 -0.074 -0.795
C -0.71463 5.85248 1.91577 0.040 -0.009 0.064 0.799
F -1.32228 6.01168 0.71631 -0.058 -0.023 -0.112 -0.250
F -1.61624 6.15870 2.85262 -0.026 0.026 0.038 -0.280
F 0.26482 6.76213 1.96910 0.052 0.041 0.023 -0.268
H 5.91057 0.08601 3.79286 -0.006 0.002 -0.006 0.510
H 4.19153 -0.05057 2.02229 -0.008 0.027 -0.006 0.585
H 1.10851 0.23405 4.99226 0.025 0.018 -0.033 0.493
H 2.82537 0.37718 6.74139 0.011 -0.004 -0.013 0.426
H -1.62385 0.08866 1.68270 0.050 -0.045 0.037 0.114
H -3.36224 -1.53402 2.30868 0.030 -0.013 0.011 0.446
H -0.45412 -3.85141 4.41065 0.003 0.008 0.008 0.494
H 1.29011 -2.23220 3.80714 -0.001 -0.005 -0.023 0.622
H -0.95362 1.49246 3.48834 0.021 0.017 0.013 0.455
H -1.72686 3.82405 3.41025 0.002 -0.003 0.008 0.529
H 1.46769 4.81275 0.73965 -0.002 -0.008 0.016 0.412
H 2.21360 2.46718 0.76187 -0.001 -0.020 0.006 0.437
Te 2.07545 0.67897 -2.46130 0.371 -0.506 0.189 -0.558

=====

91
Properties=species:S:1:pos:R:3:forces:R:3:mulliken_charge:R:1 method="wB97M-V/def2-TZVPD" max_force_ha_per_bohr=0.02673 spin_multiplicity=2 charge=-2 energy_ev=-96890.3900 gap_ev="4.282 / 4.122" lumo_energy_ev="4.19 / 4.19" mol_weight_g_mol=752.657 homo_energy_ev="-0.1 / 0.1" s2=0.77
V -0.09520 0.27196 0.60728 -0.944 0.018 0.999 0.195
C -1.69675 -2.11167 3.10452 0.038 -0.038 -0.038 -1.405
C -1.66689 -2.97994 1.84313 -0.051 0.052 0.090 0.903
C -1.44855 -4.43952 2.24306 0.000 0.066 0.000 -1.744
P -0.51305 -2.22293 0.60638 0.262 -0.074 -0.274 1.662
C -1.19324 -2.72046 -1.03749 -0.153 -0.111 -0.104 0.498
C -0.31151 -2.13029 -2.13790 0.025 -0.011 -0.002 -1.470
C -1.42253 -4.20929 -1.29402 0.004 0.071 -0.014 -1.525
C 1.13527 -2.94081 0.71821 -0.176 -0.110 0.119 0.352
C 1.47798 -4.29156 0.80642 0.023 0.064 -0.049 -0.900
C 2.78778 -4.72417 0.93067 -0.009 -0.015 0.015 0.247
C 3.13098 -6.18624 1.05433 -0.002 0.024 -0.008 -1.734
C 3.77320 -3.73203 0.97626 -0.002 -0.018 -0.010 -0.990
C 3.47614 -2.39352 0.86722 -0.064 0.009 0.007 -1.114
C 2.13777 -1.93753 0.70733 0.225 0.224 -0.152 0.338
N 1.80239 -0.62165 0.56089 0.193 -0.074 -0.106 1.029
C 2.85216 0.31681 0.43119 -0.121 -0.142 -0.159 -0.211
C 3.68699 0.35339 -0.62002 0.105 -0.080 -0.157 1.573
C 3.56092 -0.60597 -1.77334 -0.012 0.022 0.101 -1.866
C 4.77352 1.34205 -0.68168 -0.045 -0.012 0.044 -1.088
C 4.89373 2.35877 0.17438 -0.156 -0.052 0.083 -0.023
C 5.98194 3.38570 0.09479 -0.036 0.003 0.044 -1.539
C 3.85117 2.52807 1.23824 0.382 -0.092 0.032 -0.050
C 2.93043 1.32386 1.53710 -0.124 0.143 0.333 0.880
C 3.18681 0.62634 2.87109 -0.085 0.084 -0.070 -1.946
H -2.46208 -2.48510 3.79270 0.004 -0.011 0.000 0.563
H -1.90522 -1.07571 2.85433 -0.036 -0.030 0.044 -0.030
H -0.73072 -2.14536 3.61745 0.001 -0.006 -0.003 0.302
H -2.63245 -2.87136 1.33549 -0.035 0.004 0.064 0.551
H -0.48961 -4.55944 2.75075 0.002 0.010 0.003 0.370
H -1.47458 -5.13497 1.40661 0.004 -0.026 -0.074 0.275
H -2.23337 -4.73351 2.94705 -0.003 -0.010 -0.008 0.455
H -2.16729 -2.21653 -1.05302 0.023 0.051 -0.016 0.368
H 0.67170 -2.61040 -2.13736 0.006 -0.001 0.016 0.253
H -0.17363 -1.05567 -2.01978 -0.015 -0.021 -0.010 -0.135
H -0.77095 -2.30221 -3.11574 0.008 -0.019 -0.005 0.615
H -0.48310 -4.76474 -1.24795 0.015 -0.015 0.023 0.258
H -1.83683 -4.34559 -2.29804 0.015 -0.007 -0.004 0.468
H -2.12875 -4.64850 -0.59182 -0.027 -0.021 0.077 0.327
H 0.69094 -5.03571 0.77573 -0.015 -0.004 0.004 0.306
H 2.31800 -6.80892 0.67579 -0.004 -0.006 0.003 0.361
H 3.31142 -6.48251 2.09293 0.006 0.004 0.007 0.298
H 4.03095 -6.43633 0.48671 0.001 0.000 -0.005 0.378
H 4.81434 -4.02307 1.09273 -0.002 -0.011 0.007 0.345
H 4.27305 -1.66303 0.90019 0.007 -0.002 -0.002 0.334
H 2.51323 -0.85504 -1.94839 -0.006 0.011 -0.003 0.063
H 4.08390 -1.55136 -1.58565 0.035 0.011 -0.013 0.302
H 3.97484 -0.16716 -2.68389 -0.024 0.007 -0.009 0.551
H 5.49537 1.23121 -1.48861 0.003 0.010 -0.008 0.307
H 6.69143 3.16131 -0.70393 -0.009 -0.002 -0.014 0.402
H 6.52849 3.44520 1.04196 0.017 0.004 -0.012 0.302
H 5.56126 4.38059 -0.08402 0.001 0.010 0.005 0.287
H 4.31867 2.88309 2.16433 -0.048 0.023 0.000 0.205
H 3.16987 1.35369 3.68741 0.013 -0.016 -0.019 0.628
H 4.16482 0.13309 2.85801 -0.011 0.014 -0.006 0.391
H 2.41807 -0.12459 3.06465 0.024 -0.006 0.000 0.193
C -0.70904 1.82417 4.48015 0.139 0.010 -0.221 -2.371
C 0.07209 1.65419 3.19662 -0.579 -0.714 0.526 1.082
O -0.22654 0.60693 2.49676 0.227 0.057 -0.908 0.436
C 0.99606 2.60047 2.76617 0.470 0.983 -0.262 -0.744
C 1.21461 3.82393 3.40979 -0.182 -0.861 -0.087 -1.173
C 1.97470 4.86849 2.80784 0.233 0.092 -0.546 -0.433
C 2.57346 4.74435 1.59856 -0.082 0.028 0.202 -1.402
C 2.61756 3.42035 0.91219 0.003 0.320 0.058 -0.369
C 1.67690 2.29980 1.44336 -0.073 -0.268 0.007 2.668
O 0.76847 1.87399 0.47036 -0.007 0.604 0.363 -0.927
H -1.37374 0.97071 4.60778 0.020 -0.004 -0.017 0.321
H -1.31183 2.73657 4.45057 -0.034 0.052 0.038 0.388
H -0.04754 1.89544 5.34898 0.015 0.027 0.033 0.404
H 0.69275 4.04902 4.33312 -0.008 -0.093 -0.009 0.340
H 2.00613 5.82445 3.32418 0.009 0.016 -0.043 0.358
H 3.06103 5.59681 1.13581 0.009 -0.013 -0.005 0.349
H 2.47137 3.49615 -0.16807 0.025 -0.006 -0.010 0.433
O -4.26386 -0.48861 0.17029 0.003 0.090 0.098 -0.809
C -3.23040 0.18368 0.12857 -0.038 -0.089 -0.280 -0.314
O -2.17152 -0.06928 0.79795 0.215 0.333 0.120 -0.127
C -3.18225 1.39411 -0.77927 0.178 -0.031 0.172 0.803
C -4.31352 2.13440 -0.97027 0.003 0.025 -0.083 -0.351
C -4.29704 3.25640 -1.81228 0.029 0.001 0.055 -0.610
C -3.13998 3.61046 -2.49011 -0.024 -0.092 -0.026 -0.502
C -2.00122 2.87041 -2.29494 0.041 -0.191 -0.029 -0.120
C -1.93258 1.72397 -1.42906 -0.485 0.099 0.050 0.402
O -0.90734 1.01429 -1.31047 0.704 -0.443 0.060 -0.641
N -0.82188 3.28293 -3.05207 -0.117 0.589 0.093 0.896
O 0.24601 3.33272 -2.48908 0.055 -0.242 -0.049 -0.481
O -1.00664 3.65433 -4.21075 0.054 -0.175 -0.028 -0.663
N -5.48630 4.03512 -2.00209 -0.098 -0.022 -0.111 1.017
O -5.44789 5.00099 -2.76069 0.028 0.000 0.052 -0.689
O -6.50919 3.70037 -1.41499 0.045 0.023 0.029 -0.672
H -5.22826 1.83382 -0.48025 -0.004 -0.006 0.000 0.570
H -3.13359 4.45016 -3.16758 -0.001 0.001 -0.004 0.567

=====

Q: The lowest charge belongs to which entry?
A: C37H40N3O9PV